1.
57
Properties=species:S:1:pos:R:3:forces:R:3:nbo_charge:R:1 method="wB97M-V/def2-TZVPD" homo_lumo_gap_ha=0.2517 charge=+2
Ti 1.468 0.426 -0.546 -1.1 -1.2 -0.5 1.235
Cl 2.689 1.755 1.021 -0.6 0.7 0.0 0.172
C 1.201 2.613 0.373 -0.7 0.7 -0.6 0.026
C 0.229 1.943 -0.380 -0.1 -0.2 0.3 -0.486
C -0.925 2.618 -0.849 1.2 0.7 0.9 -0.052
Cl -2.136 1.789 -1.703 -0.1 -0.3 -0.2 0.123
C -1.064 3.992 -0.576 -0.2 -0.5 -0.5 -0.062
Cl -2.428 4.850 -1.158 0.3 -0.2 0.2 0.143
C -0.042 4.670 0.110 0.3 0.1 0.4 -0.042
Cl -0.171 6.342 0.438 0.0 -0.4 -0.2 0.164
C 1.090 3.979 0.570 0.9 0.4 0.5 -0.112
Cl 2.410 4.776 1.344 -0.5 0.2 0.0 0.116
C -0.884 -3.506 2.704 0.5 0.2 -0.8 -0.638
C 0.250 -2.829 1.947 -0.2 0.5 -1.0 -0.380
C 1.326 -2.214 2.839 -0.1 0.1 -0.2 -0.644
Sb -0.662 -1.201 0.619 -0.4 -0.8 -0.1 0.960
C -1.817 -2.256 -1.061 0.7 0.8 0.6 -0.366
C -1.084 -3.527 -1.479 -0.1 0.1 0.3 -0.643
C -3.263 -2.456 -0.637 0.3 -0.9 -0.5 -0.650
C -2.212 0.070 1.792 0.7 -0.8 -1.0 -0.332
C -3.404 -0.723 2.342 1.4 -0.7 0.1 -0.645
C -1.391 0.798 2.845 -0.3 0.0 0.2 -0.650
H -0.467 -4.270 3.333 0.2 -0.5 0.4 0.242
H -1.592 -3.988 2.024 -0.1 0.2 0.2 0.222
H -1.332 -2.759 3.323 -0.7 0.2 0.5 0.205
H 0.703 -3.541 1.234 -0.1 0.4 0.2 0.226
H 1.032 -1.294 3.347 -0.3 -0.2 0.2 0.210
H 2.233 -1.952 2.303 0.2 -0.1 -0.3 0.209
H 1.606 -2.954 3.580 0.1 -0.1 0.3 0.247
H -1.756 -1.500 -1.859 0.0 -0.2 0.2 0.212
H -1.025 -4.247 -0.642 0.1 0.3 -0.4 0.218
H -0.080 -3.307 -1.867 -0.2 -0.2 0.2 0.209
H -1.656 -4.001 -2.280 0.1 -0.1 0.0 0.246
H -3.367 -3.278 0.081 0.0 0.4 0.2 0.223
H -3.822 -2.804 -1.507 -0.1 0.1 -0.2 0.244
H -3.725 -1.545 -0.304 -0.2 0.2 0.2 0.215
H -2.506 0.697 0.936 0.0 0.1 0.5 0.213
H -3.016 -1.422 3.110 -0.6 0.4 -0.3 0.216
H -3.958 -1.290 1.597 0.1 0.1 0.1 0.230
H -4.068 -0.018 2.802 -0.5 0.4 0.4 0.244
H -1.018 0.128 3.624 0.0 -0.1 -0.2 0.222
H -2.014 1.519 3.380 0.0 0.2 -0.1 0.246
H -0.536 1.314 2.407 0.0 0.2 0.0 0.197
Cl 3.630 -0.959 -1.048 -0.5 1.0 -0.6 0.113
C 3.404 0.603 -2.006 -0.2 -0.4 -0.8 -0.017
C 4.515 1.444 -2.109 0.3 0.7 -0.2 -0.240
C 4.423 2.586 -2.919 -0.7 -1.5 0.7 -0.156
C 3.237 2.824 -3.648 0.3 0.7 -0.6 -0.156
C 2.161 1.955 -3.649 1.2 -0.6 1.8 -0.159
C 2.214 0.792 -2.795 0.1 0.3 -0.2 -0.137
C 1.057 -0.069 -2.532 0.4 -0.4 0.6 -0.754
H 5.431 1.202 -1.556 -0.4 0.2 -0.3 0.264
H 5.273 3.240 -2.989 0.1 0.2 -0.1 0.258
H 3.215 3.746 -4.265 -0.1 -0.8 0.3 0.256
H 1.295 2.123 -4.254 -0.4 0.1 -0.2 0.252
H 1.281 -1.153 -2.585 -0.4 0.5 -0.1 0.268
H 0.051 0.269 -2.819 0.6 -0.3 -0.3 0.276

2.
83
Properties=species:S:1:pos:R:3:forces:R:3:lowdin_charge:R:1 method="wB97M-V/def2-TZVPD" homo_lumo_gap_ha=0.3089 charge=+1
C 2.674 2.838 0.766 0.5 0.8 -0.2 -0.097
C 3.312 4.181 1.392 -1.1 0.4 0.0 -0.346
C 3.861 5.219 0.250 -0.3 -1.3 1.4 -0.844
I 4.960 6.775 1.343 -0.4 -0.5 -0.7 0.877
P 2.334 5.981 -0.558 1.5 -2.1 -1.1 0.877
C 2.046 5.111 -2.214 -1.6 0.4 -0.9 -0.191
C 0.711 4.224 -2.078 0.6 -5.6 -1.0 -0.396
O 0.843 2.978 -2.192 -0.5 5.3 0.5 0.112
O -0.602 4.759 -1.889 1.9 0.7 1.9 0.032
C -1.090 4.493 -0.542 -1.2 -3.6 3.0 -0.346
C -1.454 5.693 0.486 1.4 0.7 -1.9 0.014
O -1.211 3.326 -0.112 0.8 4.5 -2.3 0.089
P 2.424 8.163 -0.754 -1.1 3.4 2.5 0.526
N 1.994 8.775 0.686 -0.2 -0.5 -2.1 -0.362
H 1.523 2.916 0.752 2.0 -0.3 0.0 0.071
H 3.070 2.708 -0.308 -0.7 0.0 1.7 0.067
H 3.032 1.962 1.400 -0.8 1.1 -1.0 0.098
H 2.451 4.743 1.911 1.4 -0.7 -0.4 0.092
H 4.096 3.994 2.207 -0.9 0.3 -1.6 0.106
H 4.539 4.642 -0.465 -1.0 1.2 0.7 0.083
H 1.215 5.685 0.278 0.6 0.4 -0.4 0.040
H 1.870 5.871 -3.071 0.2 -0.9 1.6 0.122
H 2.920 4.456 -2.550 -1.4 0.7 0.9 0.110
H -1.026 5.434 1.511 -0.9 0.1 -1.4 0.105
H -0.871 6.610 0.090 -1.1 -1.1 0.8 0.071
H -2.562 5.956 0.487 1.5 -0.6 0.0 0.110
H 3.728 8.599 -1.175 -0.5 -1.0 -0.2 -0.002
H 1.464 8.598 -1.737 0.8 -0.9 -0.2 0.013
H 1.129 9.321 0.473 0.7 -0.5 0.6 -0.020
C -2.681 -0.182 2.752 -0.8 0.1 0.4 -0.040
C -1.242 0.375 2.714 -0.1 -0.7 0.8 -0.427
C -0.600 0.480 1.331 0.3 0.2 -0.5 -0.292
F -0.485 -0.714 0.719 0.0 0.1 0.2 0.099
F 0.665 0.976 1.435 -0.2 0.0 0.3 0.063
F -0.469 -0.348 3.560 0.0 0.1 -0.3 0.130
F -1.292 1.637 3.241 -0.1 0.1 -0.5 0.098
O -2.837 -1.572 3.069 0.9 -0.4 -1.1 0.041
C -2.705 -2.498 2.011 -1.0 1.6 0.5 -0.494
C -1.503 -3.432 2.185 0.6 -0.7 0.2 -0.272
F -0.342 -2.749 2.275 -0.3 0.1 0.1 0.096
F -1.385 -4.264 1.121 -0.4 0.2 0.0 0.101
F -2.696 -1.838 0.837 0.1 -0.5 -0.1 0.137
F -3.846 -3.229 2.015 0.5 -0.2 0.1 0.129
H -3.180 0.333 3.579 0.3 -0.1 0.0 0.151
H -3.258 0.099 1.866 0.3 -0.1 -0.1 0.146
H -1.166 1.148 0.681 -0.1 0.0 0.1 0.147
H -1.609 -4.039 3.089 -0.2 0.1 0.0 0.180
C 4.117 -0.164 -2.898 -0.8 -0.3 -0.2 -0.041
C 4.922 1.069 -2.433 -0.4 -0.8 0.6 -0.425
C 6.375 1.132 -2.903 0.8 0.3 -0.2 -0.298
F 7.109 0.097 -2.460 -0.2 0.1 0.0 0.105
F 6.975 2.256 -2.426 -0.4 0.2 0.1 0.085
F 4.838 1.167 -1.084 0.3 0.1 -0.2 0.112
F 4.278 2.174 -2.929 0.2 0.1 -0.3 0.075
O 3.994 -1.251 -1.972 1.4 0.2 0.1 0.037
C 5.052 -2.189 -1.929 -1.2 0.3 -1.3 -0.502
C 5.782 -2.195 -0.582 0.3 -0.2 0.8 -0.275
F 6.299 -0.982 -0.283 -0.3 0.0 -0.2 0.090
F 6.820 -3.065 -0.603 -0.3 0.0 -0.4 0.105
F 5.876 -1.987 -2.976 0.2 -0.3 0.4 0.137
F 4.483 -3.398 -2.135 0.2 0.2 0.5 0.153
H 3.087 0.183 -3.031 0.1 0.1 0.2 0.149
H 4.420 -0.509 -3.890 0.3 0.1 0.2 0.148
H 6.438 1.160 -3.994 -0.2 0.0 0.0 0.177
H 5.105 -2.483 0.227 -0.1 0.0 -0.2 0.178
C -6.894 -5.732 -0.231 -0.4 0.4 -0.7 -0.044
C -6.842 -5.786 1.311 -0.7 -0.6 -0.3 -0.430
C -5.451 -5.927 1.930 0.5 0.2 0.6 -0.302
F -4.832 -7.064 1.559 -0.1 0.0 0.0 0.094
F -5.538 -5.969 3.286 -0.3 0.2 -0.1 0.094
F -7.673 -6.763 1.744 0.3 0.1 0.1 0.130
F -7.377 -4.612 1.765 0.5 0.1 -0.1 0.102
O -7.205 -6.952 -0.919 1.1 -0.6 0.7 0.034
C -6.138 -7.844 -1.172 -0.5 1.7 -0.5 -0.504
C -6.294 -9.177 -0.432 -0.2 -0.8 0.4 -0.276
F -6.374 -9.005 0.905 -0.1 0.2 -0.3 0.096
F -5.225 -9.979 -0.658 0.0 0.3 -0.3 0.098
F -4.967 -7.231 -0.914 0.1 -0.5 -0.1 0.133
F -6.152 -8.069 -2.506 -0.1 -0.4 0.3 0.144
H -7.731 -5.072 -0.480 0.0 -0.2 0.2 0.149
H -6.018 -5.238 -0.659 0.1 -0.2 0.2 0.144
H -4.812 -5.082 1.665 -0.2 -0.1 -0.1 0.146
H -7.196 -9.702 -0.759 0.0 0.2 -0.2 0.177

3.
54
Properties=species:S:1:pos:R:3:forces:R:3:nbo_charge:R:1 method="wB97M-V/def2-TZVPD" multiplicity=5 homo_lumo_gap_ha="0.0988 / 0.1805" charge=-1
C -5.561 1.560 -2.101 0.4 -0.9 0.1 -0.255
O -4.975 0.250 -1.914 -0.6 0.6 -0.3 -0.502
C -3.630 0.172 -1.744 1.1 0.4 0.3 0.291
C -3.073 -1.106 -1.477 -0.7 0.7 -0.2 -0.270
C -1.745 -1.220 -1.157 0.4 0.4 0.0 -0.161
C -0.887 -0.076 -1.102 -0.7 0.0 -0.2 -0.133
C 0.429 -0.218 -0.619 0.3 -0.5 0.0 -0.145
C 1.459 0.750 -0.820 0.8 2.0 -0.5 -0.044
C 2.592 0.990 0.092 -0.8 1.5 0.2 -0.255
C 3.398 2.054 -0.446 -1.8 1.9 0.9 -0.328
C 2.840 2.443 -1.731 -0.3 0.3 1.2 -0.250
C 1.678 1.635 -1.981 -1.9 1.1 1.7 -0.357
Fe 3.259 0.496 -1.664 -0.2 -0.1 -0.3 0.493
C 3.140 -1.136 -2.789 2.1 -1.9 -0.7 -0.332
C 3.557 -1.445 -1.432 1.0 -0.5 -1.4 -0.247
C 4.757 -0.672 -1.145 1.1 -1.5 -1.5 -0.306
C 5.077 0.115 -2.324 0.6 -1.5 0.2 -0.310
C 4.076 -0.171 -3.339 -0.1 -1.4 0.1 -0.284
C -1.451 1.185 -1.463 0.4 -0.5 0.1 -0.122
C -2.790 1.313 -1.765 -0.8 -0.7 -0.1 -0.333
H -6.624 1.350 -2.201 0.0 0.2 0.0 0.194
H -5.376 2.209 -1.234 0.0 -0.2 -0.2 0.184
H -5.176 2.042 -3.011 -0.1 -0.1 0.2 0.175
H -3.737 -1.968 -1.504 0.1 0.1 0.0 0.217
H -1.312 -2.202 -0.954 -0.2 0.3 0.1 0.211
H 0.689 -1.111 -0.043 -0.2 0.3 -0.2 0.216
H 2.667 0.519 1.065 0.3 0.0 0.0 0.275
H 4.242 2.527 0.048 -0.1 -0.3 -0.2 0.235
H 3.204 3.255 -2.356 0.0 -0.4 0.0 0.227
H 0.986 1.698 -2.815 0.4 0.0 0.0 0.234
H 2.332 -1.621 -3.331 0.0 0.4 0.3 0.238
H 3.109 -2.195 -0.786 -0.1 0.5 0.0 0.242
H 5.348 -0.732 -0.234 -0.4 0.2 -0.2 0.244
H 5.952 0.747 -2.455 -0.4 0.0 0.1 0.230
H 4.081 0.192 -4.363 -0.1 0.1 0.4 0.229
H -0.825 2.076 -1.459 -0.1 -0.3 0.1 0.212
H -3.212 2.294 -1.990 0.2 -0.3 0.1 0.209
C -2.997 -0.421 2.814 -0.4 -0.2 0.1 -1.114
Si -1.305 -0.948 3.430 2.1 1.9 -0.9 1.599
C -1.251 -1.115 5.300 -0.3 -0.4 0.3 -1.114
C -0.721 -2.530 2.608 -0.4 -0.7 0.2 -1.113
C -0.037 0.346 2.879 0.4 -0.2 0.5 -0.836
N 1.244 0.220 3.284 -4.0 -0.9 -0.4 -0.115
N 2.377 0.215 3.541 2.8 0.4 0.2 -0.403
H -3.742 -1.197 3.048 0.0 0.2 -0.1 0.214
H -3.316 0.513 3.301 0.1 -0.2 -0.1 0.230
H -2.997 -0.263 1.725 0.1 0.0 0.3 0.239
H -1.921 -1.917 5.641 0.1 0.1 0.1 0.205
H -0.235 -1.357 5.645 -0.2 0.1 -0.2 0.242
H -1.561 -0.184 5.795 0.1 -0.2 -0.2 0.230
H -1.386 -3.370 2.853 0.2 -0.2 -0.1 0.202
H -0.696 -2.415 1.515 -0.1 0.1 0.3 0.222
H 0.294 -2.783 2.947 -0.2 0.2 0.0 0.238
H -0.248 1.208 2.218 -0.2 0.0 0.0 0.147

4.
68
Properties=species:S:1:pos:R:3:forces:R:3:nbo_charge:R:1 method="wB97M-V/def2-TZVPD" multiplicity=5 homo_lumo_gap_ha="0.2911 / 0.2024" charge=+2 relative_energy_kj_mol=172.71
Pd 1.348 0.740 -2.384 -0.5 0.2 0.4 1.192
N 5.742 1.243 -2.963 0.2 -0.1 -0.1 -0.744
C 4.422 1.403 -2.955 -0.4 0.0 -0.2 0.288
S 3.438 0.037 -3.438 0.0 -0.1 0.2 -0.017
N 3.937 2.569 -2.610 0.8 0.6 0.4 -0.386
N 2.627 2.673 -2.594 -0.4 -1.0 -0.3 -0.158
C 2.007 3.774 -2.453 0.1 0.1 0.0 0.027
C 0.563 3.757 -2.627 -0.3 0.0 0.0 0.155
C -0.199 4.915 -2.530 0.2 0.0 0.0 -0.207
C -1.538 4.874 -2.877 -0.1 -0.1 0.0 -0.118
C -2.071 3.684 -3.346 0.0 0.0 0.0 -0.238
C -1.256 2.565 -3.381 0.0 0.0 0.0 0.061
N 0.016 2.581 -2.990 0.3 -0.2 0.1 -0.482
H 6.149 0.379 -3.275 0.0 0.0 0.0 0.424
H 6.347 2.029 -2.783 -0.1 0.1 0.0 0.429
H 2.533 4.715 -2.321 0.1 -0.1 0.0 0.232
H 0.265 5.836 -2.205 0.0 0.0 0.0 0.247
H -2.153 5.761 -2.802 0.0 0.0 0.0 0.249
H -3.093 3.617 -3.690 0.0 0.0 0.0 0.247
H -1.633 1.630 -3.772 0.0 -0.1 0.1 0.201
N -0.869 -0.581 -2.435 0.2 0.3 -0.1 -0.833
C -0.925 -1.539 -1.333 0.9 -0.2 0.7 -0.174
C -1.184 -2.983 -1.784 -0.3 0.0 0.1 -0.419
C -2.657 -3.417 -1.934 0.2 0.0 -0.1 -0.417
C -3.208 -4.218 -0.754 0.1 0.1 -0.4 -0.225
N -3.511 -3.381 0.401 -0.3 0.1 0.3 -0.553
C -4.638 -2.690 0.542 0.3 -0.2 -0.4 0.677
N -5.572 -2.701 -0.419 0.0 0.0 0.3 -0.770
N -4.813 -1.929 1.614 -0.1 0.3 0.4 -0.759
C 0.496 -1.520 -0.628 -1.8 0.0 -0.5 0.782
O 0.542 -1.731 0.567 0.4 0.0 -0.1 -0.630
O 1.408 -1.312 -1.496 1.3 0.6 -0.2 -0.771
H -1.727 -0.059 -2.532 -0.1 0.0 -0.1 0.382
H -0.664 -1.067 -3.304 -0.1 0.1 0.0 0.391
H -1.639 -1.211 -0.575 -0.1 0.1 -0.2 0.200
H -0.679 -3.651 -1.082 0.0 -0.1 0.0 0.232
H -0.693 -3.127 -2.749 0.2 0.0 0.1 0.224
H -2.734 -4.052 -2.819 -0.1 0.0 0.0 0.238
H -3.303 -2.549 -2.099 0.0 0.0 -0.1 0.198
H -2.490 -4.976 -0.447 -0.1 0.0 0.1 0.244
H -4.115 -4.749 -1.051 0.0 -0.1 0.1 0.205
H -2.829 -3.291 1.140 0.1 -0.1 -0.1 0.431
H -5.545 -3.395 -1.146 0.0 0.0 0.0 0.427
H -6.474 -2.303 -0.213 0.0 0.0 -0.1 0.425
H -4.171 -1.967 2.389 0.0 0.0 0.0 0.431
H -5.631 -1.357 1.738 0.0 -0.1 0.0 0.428
O -0.278 -1.002 7.871 -0.5 -0.3 0.3 -0.719
S -0.478 -0.788 6.471 2.7 1.0 -1.2 2.293
O -1.447 0.219 6.099 -0.5 -0.2 0.1 -0.723
O -0.699 -2.012 5.694 -0.7 -0.2 0.3 -0.672
C 1.162 -0.221 5.751 -1.8 -0.5 0.3 0.165
N 2.215 -0.328 6.504 0.4 -0.1 0.6 -0.399
C 3.378 -0.047 5.921 -0.3 0.0 -0.1 0.101
C 3.425 0.315 4.587 0.3 0.1 -0.3 -0.263
C 2.230 0.382 3.877 -0.2 0.0 0.5 0.207
N 1.065 0.116 4.485 0.4 0.3 -0.6 -0.431
C 2.178 0.727 2.436 -0.4 0.0 -0.1 0.009
C 3.190 0.339 1.580 0.1 0.1 0.1 -0.160
C 3.066 0.595 0.232 0.4 0.0 -0.4 0.064
N 2.027 1.239 -0.290 -0.8 -0.4 0.1 -0.456
C 1.040 1.634 0.532 0.2 0.1 0.3 0.031
C 1.073 1.393 1.895 0.3 0.0 -0.1 -0.197
H 4.262 -0.125 6.541 0.0 0.0 -0.1 0.227
H 4.371 0.555 4.121 0.0 0.0 0.0 0.235
H 4.062 -0.192 1.935 0.0 0.0 0.0 0.236
H 3.837 0.279 -0.458 -0.1 -0.1 0.0 0.224
H 0.225 2.188 0.082 -0.1 -0.1 0.0 0.207
H 0.266 1.709 2.540 0.0 0.0 0.0 0.254